Entry 1:
The following is a quantum chemistry calculation of 2 unconnected molecules or ions with the total composition C35H65OSi4 at a distorted geometry, from the Open Molecules 2025 dataset.

Last column: Löwdin charge in e.
Atoms and positions in Å:
C  -2.76  3.26  -0.64  -0.11
C  -1.32  2.90  -0.28  -0.29
C  -1.26  1.65  0.60  -0.27
C  0.17  1.32  1.07  -0.25
Si  0.84  -0.35  0.49  0.50
C  1.29  -1.30  2.04  -0.17
C  -0.44  -1.37  -0.40  -0.18
C  2.34  -0.22  -0.70  -0.32
Si  3.55  1.26  -0.58  1.00
H  3.39  -2.04  3.18  0.05
C  5.31  0.91  -1.23  -0.31
Si  5.79  -0.79  -1.94  0.50
C  7.29  -0.50  -3.01  -0.17
C  6.31  -1.96  -0.56  -0.16
C  4.40  -1.63  -2.91  -0.27
C  4.82  -1.95  -4.34  -0.29
C  3.70  -2.62  -5.14  -0.28
C  4.11  -2.89  -6.58  -0.11
C  3.58  1.95  1.20  -0.32
Si  5.04  2.99  1.84  0.49
C  5.34  4.48  0.74  -0.17
C  4.45  3.55  3.52  -0.17
C  6.65  2.01  2.00  -0.25
C  7.08  1.68  3.44  -0.28
C  8.60  1.74  3.62  -0.28
C  9.06  1.34  5.01  -0.11
H  -2.77  4.18  -1.23  0.07
H  -3.23  2.47  -1.23  0.08
H  -3.36  3.43  0.26  0.08
H  -0.73  2.74  -1.19  0.11
H  -0.86  3.73  0.26  0.11
H  -1.89  1.82  1.49  0.12
H  -1.72  0.80  0.07  0.08
H  0.87  2.12  0.80  0.03
H  0.16  1.27  2.17  0.09
H  1.83  -2.22  1.80  0.03
H  1.89  -0.69  2.74  0.03
H  0.35  -1.58  2.55  0.06
H  0.04  -2.27  -0.81  0.04
H  -1.22  -1.69  0.31  0.05
H  -0.92  -0.84  -1.23  0.04
H  2.89  -1.18  -0.60  0.05
H  1.90  -0.22  -1.72  0.04
H  5.50  1.66  -2.04  0.05
H  6.06  1.12  -0.45  0.02
H  7.72  -1.46  -3.33  0.05
H  7.03  0.08  -3.91  0.04
H  8.04  0.05  -2.45  0.04
H  6.51  -2.95  -1.00  0.05
H  7.23  -1.61  -0.08  0.04
H  5.55  -2.09  0.23  0.01
H  4.12  -2.55  -2.38  0.09
H  3.51  -0.99  -2.90  0.05
H  5.14  -1.04  -4.86  0.11
H  5.69  -2.62  -4.33  0.12
H  3.42  -3.56  -4.65  0.11
H  2.81  -1.97  -5.12  0.11
H  3.28  -3.33  -7.13  0.07
H  4.39  -1.97  -7.09  0.07
H  4.95  -3.58  -6.63  0.08
H  2.73  2.65  1.32  0.03
H  3.41  1.14  1.93  0.06
H  6.27  4.98  1.05  0.05
H  5.43  4.21  -0.32  0.03
H  4.52  5.20  0.85  0.04
H  5.26  4.02  4.10  0.04
H  3.64  4.28  3.40  0.04
H  4.05  2.70  4.11  0.04
H  6.57  1.06  1.45  0.05
H  7.43  2.60  1.50  0.08
H  6.62  2.37  4.17  0.08
H  6.72  0.68  3.71  0.09
H  9.06  1.08  2.87  0.11
H  8.94  2.76  3.40  0.11
H  10.14  1.48  5.10  0.07
H  8.58  1.94  5.79  0.08
H  8.85  0.28  5.22  0.08
C  3.76  -8.87  3.46  -0.06
O  4.01  -7.86  2.46  -0.10
C  4.24  -6.58  2.86  -0.27
C  4.27  -5.60  1.83  0.00
C  4.25  -4.27  2.18  -0.06
C  4.28  -3.86  3.52  -0.22
C  4.20  -2.38  3.79  -0.12
C  3.92  -1.86  5.19  -0.22
C  4.53  -0.66  5.60  -0.05
C  4.18  -0.07  6.81  -0.08
C  3.19  -0.66  7.62  -0.09
C  2.60  -1.87  7.23  -0.07
C  2.95  -2.46  6.01  -0.05
C  4.40  -4.83  4.52  -0.04
C  4.40  -6.19  4.21  0.00
H  3.62  -9.78  2.87  0.09
H  4.63  -8.99  4.13  0.09
H  2.86  -8.65  4.05  0.10
H  4.22  -5.92  0.79  0.12
H  4.19  -3.51  1.39  0.09
H  5.10  -1.89  3.41  0.12
H  5.27  -0.21  4.94  0.08
H  4.67  0.85  7.11  0.10
H  2.90  -0.17  8.55  0.10
H  1.86  -2.34  7.87  0.11
H  2.47  -3.38  5.67  0.12
H  4.49  -4.52  5.56  0.11
H  4.46  -6.95  4.98  0.10

The calculation puts the calculated total energy at -2605.65327 hartree. The LUMO energy comes out at -5.801 eV. The spin multiplicity is 1. Its orbital gap is 4.114 eV. Its charge is +1. The calculation puts the HOMO energy at -9.9 eV.

=====

Entry 2:
The following is a quantum chemistry calculation of 2 unconnected molecules or ions with the total composition C35H66I2N2O9P3S at a distorted geometry, from the Open Molecules 2025 dataset.

Last column: Löwdin charge in e.
Atoms and positions in Å:
C  5.93  -2.60  -3.77  0.04
C  5.54  -3.96  -3.56  -0.08
C  5.03  -5.49  -3.11  -0.19
C  3.61  -5.87  -3.73  -0.20
C  2.23  -5.71  -2.97  -0.16
C  2.11  -4.97  -1.51  -0.37
C  2.95  -5.60  -0.27  -0.21
C  3.19  -7.13  0.05  -0.76
C  4.84  -7.48  -0.03  -0.21
I  2.23  -8.77  -0.97  0.83
O  2.82  -3.71  -1.72  -0.26
S  2.20  -2.52  -2.64  0.80
O  2.61  -2.75  -4.14  -0.35
O  2.55  -1.04  -2.34  -0.33
C  0.31  -2.65  -2.44  -0.29
P  -0.43  -1.10  -3.12  0.73
N  -0.26  0.28  -2.30  -0.15
O  -2.12  -1.41  -3.59  -0.23
O  0.37  -0.78  -4.68  -0.21
C  -0.15  -3.32  -1.00  -0.32
C  0.23  -2.47  0.34  -0.09
C  1.72  -2.45  0.98  -0.61
O  2.83  -1.85  0.55  -0.10
I  2.06  -3.28  3.04  0.79
N  -1.63  -3.33  -1.06  -0.01
C  -2.42  -4.31  -1.76  -0.25
C  -2.42  -4.74  -3.38  0.00
O  -3.38  -5.01  -1.09  -0.03
C  -2.43  -2.32  -0.37  -0.24
C  -3.31  -2.60  1.04  -0.02
O  -2.55  -0.99  -0.66  -0.04
C  0.49  -4.83  -1.12  -0.26
P  -0.12  -6.14  0.15  0.94
C  -1.11  -5.45  1.61  -0.29
O  -1.33  -7.19  -0.65  -0.38
H  5.93  -1.42  -3.62  0.07
H  5.85  -6.21  -3.59  0.13
H  5.20  -5.54  -1.96  0.08
H  3.54  -5.28  -4.77  0.14
H  3.70  -7.01  -4.09  0.13
H  1.64  -6.75  -3.02  0.08
H  1.51  -5.06  -3.68  0.11
H  4.04  -5.10  -0.21  0.14
H  2.45  -5.11  0.70  0.06
H  2.95  -7.31  1.22  0.10
H  5.11  -7.80  -1.12  0.06
H  5.09  -8.41  0.67  0.09
H  5.50  -6.60  0.38  0.09
H  0.06  -3.49  -3.26  0.11
H  0.24  0.01  -1.43  -0.05
H  -2.12  -1.76  -4.54  0.07
H  -0.07  -1.40  -5.34  0.07
H  -0.42  -2.80  1.30  0.09
H  -0.01  -1.30  0.25  0.13
H  -1.90  -3.95  -4.07  0.05
H  -3.54  -4.88  -3.69  0.12
H  -1.88  -5.77  -3.55  0.10
H  -4.21  -1.83  1.15  0.11
H  -2.54  -2.36  1.91  0.09
H  -3.78  -3.66  1.09  0.07
H  0.01  -5.29  -2.11  0.11
H  -2.14  -5.09  1.20  0.02
H  -0.55  -4.70  2.31  -0.01
H  -1.36  -6.39  2.30  0.08
H  -1.47  -8.02  -0.10  0.07
C  -2.67  7.19  -1.66  -0.10
C  -1.57  6.15  -1.52  -0.25
C  -2.07  4.83  -0.95  -0.22
C  -2.33  4.81  0.56  -0.27
P  -0.94  4.66  1.66  1.00
C  0.05  3.26  1.06  -0.26
C  -0.59  1.90  0.78  -0.22
C  -0.98  1.03  1.97  -0.26
C  0.11  0.85  3.02  -0.09
C  -1.47  4.18  3.28  -0.27
C  -2.39  5.02  4.14  -0.22
C  -1.79  6.24  4.82  -0.26
C  -0.44  6.02  5.47  -0.10
C  0.24  5.98  1.61  -0.26
C  0.04  7.41  2.09  -0.22
C  -1.24  8.12  1.68  -0.26
C  -1.02  9.20  0.63  -0.10
H  -3.16  7.40  -0.70  0.06
H  -2.25  8.13  -2.04  0.08
H  -3.44  6.86  -2.37  0.09
H  -0.76  6.55  -0.93  0.07
H  -1.16  5.96  -2.52  0.12
H  -1.34  4.05  -1.20  0.10
H  -3.00  4.55  -1.47  0.13
H  -2.95  3.92  0.75  0.11
H  -2.96  5.65  0.85  0.09
H  0.91  3.14  1.74  0.10
H  0.49  3.60  0.12  0.11
H  0.13  1.33  0.18  0.10
H  -1.47  2.04  0.15  0.11
H  -1.24  0.03  1.58  0.08
H  -1.89  1.40  2.43  0.09
H  0.98  0.34  2.60  0.07
H  -0.28  0.25  3.85  0.08
H  0.44  1.80  3.44  0.05
H  -0.61  3.85  3.86  0.10
H  -2.06  3.27  3.11  0.09
H  -2.78  4.37  4.93  0.13
H  -3.26  5.34  3.55  0.11
H  -2.49  6.60  5.58  0.12
H  -1.72  7.05  4.10  0.07
H  -0.52  5.33  6.31  0.09
H  -0.04  6.97  5.85  0.09
H  0.31  5.63  4.77  0.06
H  0.62  6.04  0.58  0.10
H  1.10  5.60  2.18  0.11
H  0.91  8.00  1.77  0.13
H  0.12  7.42  3.18  0.09
H  -1.67  8.62  2.56  0.11
H  -2.00  7.42  1.34  0.07
H  -0.42  10.02  1.04  0.09
H  -1.98  9.62  0.31  0.08
H  -0.51  8.81  -0.25  0.07

The calculation puts the calculated total energy at -4176.71175 hartree. The LUMO energy comes out at -2.763 eV. The spin multiplicity is 1. Its orbital gap is 7.342 eV. Its charge is +1. The calculation puts the HOMO energy at -10.1 eV.

=====

Entry 3:
The following is a quantum chemistry calculation of 12 unconnected molecules or ions with the total composition C35H70BrCl22F3O4P at a distorted geometry, from the Open Molecules 2025 dataset.

Last column: Löwdin charge in e.
Atoms and positions in Å:
C  2.91  -4.21  1.23  -0.14
O  2.90  -3.28  0.16  -0.23
C  2.59  -1.94  0.57  -0.24
C  1.27  -1.46  0.01  -0.18
C  0.07  -2.00  0.76  -0.21
C  -1.26  -1.97  -0.01  -0.15
C  -1.83  -0.57  -0.30  -0.47
C  -2.98  -0.14  0.66  -0.16
C  -2.71  1.03  1.55  -0.68
C  -3.98  1.37  2.38  -0.20
Br  -1.32  0.61  2.88  0.74
C  -2.46  -0.58  -1.75  -0.23
O  -2.06  0.56  -2.49  -0.34
P  -0.42  0.90  -1.96  0.54
C  -0.80  2.75  -1.66  -0.23
C  0.35  3.58  -1.08  -0.35
O  1.53  3.49  -1.84  -0.02
C  0.62  3.33  0.40  -0.51
F  1.26  2.16  0.66  0.11
F  1.48  4.32  0.88  0.07
F  -0.51  3.41  1.14  0.10
O  -0.92  0.50  -0.34  -0.32
H  3.91  -4.24  1.65  0.00
H  2.17  -3.96  1.98  0.09
H  2.69  -5.19  0.82  0.06
H  3.37  -1.29  0.16  0.08
H  2.59  -1.83  1.65  0.08
H  1.27  -0.38  0.13  0.08
H  1.24  -1.69  -1.05  0.11
H  -0.03  -1.52  1.72  0.05
H  0.29  -3.05  0.98  0.05
H  -1.16  -2.59  -0.90  0.06
H  -1.99  -2.47  0.63  0.11
H  -3.86  0.09  0.06  0.11
H  -3.25  -0.99  1.28  0.11
H  -2.43  1.92  1.02  0.06
H  -4.00  0.69  3.22  0.01
H  -3.86  2.38  2.75  0.07
H  -4.87  1.29  1.76  0.04
H  -2.18  -1.44  -2.37  0.09
H  -3.55  -0.60  -1.75  0.10
H  -0.07  1.24  -3.34  -0.01
H  0.98  1.01  -1.59  -0.01
H  -0.15  -0.50  -2.23  0.01
H  -1.01  3.18  -2.63  0.05
H  -1.65  2.88  -0.99  0.03
H  0.05  4.63  -1.11  0.12
H  2.14  2.86  -1.44  0.08
Cl  4.79  -0.82  2.97  0.56
C  5.34  0.87  2.93  -0.64
C  4.69  1.64  1.80  -0.64
Cl  5.25  1.10  0.20  0.57
H  6.42  0.87  2.84  0.07
H  5.07  1.32  3.88  0.07
H  4.95  2.70  1.89  0.07
H  3.61  1.55  1.83  0.06
Cl  -3.21  -1.71  -7.01  0.52
C  -1.52  -1.26  -6.65  -0.65
C  -0.61  -2.45  -6.65  -0.66
Cl  -0.92  -3.54  -5.27  0.54
H  -1.51  -0.74  -5.70  0.07
H  -1.21  -0.56  -7.43  0.07
H  0.43  -2.12  -6.56  0.07
H  -0.71  -3.03  -7.56  0.06
Cl  -1.45  -6.64  -3.54  0.54
C  0.23  -6.47  -2.96  -0.64
C  0.36  -6.54  -1.47  -0.65
Cl  -0.34  -5.15  -0.61  0.65
H  0.62  -5.53  -3.36  0.06
H  0.80  -7.28  -3.41  0.07
H  1.41  -6.57  -1.20  0.07
H  -0.12  -7.44  -1.08  0.07
Cl  7.74  -2.41  -1.30  0.51
C  5.97  -2.21  -1.44  -0.66
C  5.26  -3.53  -1.58  -0.67
Cl  5.60  -4.32  -3.15  0.52
H  5.77  -1.56  -2.28  0.07
H  5.64  -1.71  -0.53  0.03
H  4.18  -3.37  -1.53  0.06
H  5.54  -4.22  -0.79  0.00
Cl  -3.48  4.46  -3.83  0.57
C  -3.63  5.93  -2.84  -0.66
C  -2.91  5.82  -1.52  -0.68
Cl  -3.65  4.64  -0.42  0.58
H  -4.69  6.12  -2.69  0.06
H  -3.21  6.75  -3.42  0.07
H  -2.92  6.79  -1.01  -0.03
H  -1.87  5.53  -1.66  0.05
Cl  -6.55  0.68  4.34  0.58
C  -7.40  2.24  4.29  -0.65
C  -8.45  2.29  3.21  -0.67
Cl  -7.75  2.28  1.57  0.56
H  -6.65  3.02  4.15  0.07
H  -7.87  2.38  5.26  0.07
H  -9.03  3.21  3.30  0.07
H  -9.13  1.44  3.29  0.06
Cl  -1.94  8.94  -0.65  0.61
C  -0.32  8.89  0.10  -0.62
C  -0.21  7.77  1.11  -0.65
Cl  -1.22  8.07  2.54  0.55
H  -0.13  9.86  0.56  0.07
H  0.40  8.74  -0.70  0.08
H  0.82  7.69  1.45  0.08
H  -0.51  6.81  0.68  0.06
Cl  0.55  -10.12  -5.54  0.53
C  -1.14  -9.62  -5.85  -0.67
C  -2.08  -10.79  -5.88  -0.66
Cl  -1.82  -11.85  -7.29  0.52
H  -1.16  -9.07  -6.79  0.07
H  -1.42  -8.95  -5.05  0.01
H  -3.11  -10.43  -5.94  0.07
H  -1.98  -11.41  -4.98  0.07
Cl  2.39  -1.54  5.61  0.55
C  3.03  -2.30  7.09  -0.67
C  4.17  -1.51  7.68  -0.67
Cl  5.63  -1.56  6.66  0.52
H  3.33  -3.31  6.84  0.07
H  2.21  -2.34  7.80  0.07
H  4.45  -1.94  8.65  0.07
H  3.90  -0.47  7.83  0.07
Cl  6.39  -4.73  1.53  0.63
C  6.59  -5.44  3.15  -0.64
C  6.02  -6.83  3.24  -0.65
Cl  4.24  -6.81  3.06  0.58
H  6.10  -4.77  3.86  0.07
H  7.66  -5.46  3.37  0.07
H  6.25  -7.26  4.21  0.07
H  6.42  -7.49  2.47  0.07
Cl  -4.64  13.24  -0.26  0.53
C  -3.73  11.93  0.54  -0.68
C  -4.39  11.46  1.81  -0.66
Cl  -4.32  12.70  3.10  0.53
H  -2.72  12.28  0.72  0.07
H  -3.68  11.10  -0.17  0.02
H  -3.88  10.58  2.19  0.06
H  -5.44  11.21  1.65  0.07

The calculation puts the calculated total energy at -15015.79688 hartree. The LUMO energy comes out at 1.737 eV. The spin multiplicity is 1. Its orbital gap is 6.369 eV. Its charge is -1. The calculation puts the HOMO energy at -4.6 eV.